1.
Here is C16H14Cl2O3RuS2 as an isolated structure from the Open Molecules 2025 dataset. Energies are from ωB97M-V/def2-TZVPD.

Geometry as XYZ:
```
38
Properties=species:S:1:pos:R:3:forces:R:3
Ru 0.12460 0.14980 0.10595 -1.199 -1.012 -3.066
Cl 2.63988 0.55471 -6.84574 0.237 -0.027 -0.485
Cl -0.32026 3.46696 -3.42396 -0.190 0.468 -0.076
S 4.46316 2.04830 -0.52709 0.165 -0.003 0.117
S 2.26659 0.73988 0.86431 -1.653 -1.102 1.885
O -0.29021 1.09154 -1.85395 -0.458 -0.132 3.464
O 0.60561 -1.56253 -1.27650 -0.143 1.187 2.276
O 4.47748 1.24917 1.99874 -0.665 -0.432 0.557
C 0.39677 0.94362 -2.89537 1.563 -0.579 -2.004
C -2.44016 0.61295 0.65108 0.299 0.047 0.289
C -2.46296 -0.75822 0.37658 0.431 0.237 -0.186
C -0.87892 -1.17701 2.19009 0.104 0.090 -0.032
C -0.84224 0.20763 2.44182 0.191 -0.039 -0.335
C 1.17880 -1.39235 -2.35356 0.543 0.653 -1.707
C 5.82177 1.69761 2.12582 0.736 0.210 0.064
C -1.67566 -1.63930 1.12329 0.303 0.363 0.277
C 3.87237 1.38072 0.85864 0.052 0.734 -2.254
C 1.15343 1.90125 -5.04794 -0.123 -0.221 0.341
C -0.14753 -2.13673 3.07700 0.211 -0.076 -0.111
C 1.79108 -0.35430 -4.46413 0.359 0.538 -0.927
C 1.12911 -0.26029 -3.23588 -0.632 0.652 0.970
C 0.47533 2.02124 -3.86181 -0.023 -0.897 0.595
C -1.59740 1.10293 1.66191 0.006 0.215 -0.054
C 1.80714 0.69991 -5.36186 -0.208 -0.721 0.993
H -1.73984 -2.70375 0.93666 0.126 0.011 -0.114
H 5.88297 2.77996 1.99275 -0.081 -0.109 -0.013
H 0.81908 -2.39043 2.63819 0.017 -0.033 0.051
H 6.11389 1.41710 3.13449 -0.008 0.043 -0.083
H 1.82401 -2.21172 -2.71147 -0.358 -0.133 0.002
H 1.18484 2.73133 -5.73704 0.008 0.072 -0.040
H -0.70863 -3.06141 3.19448 -0.025 -0.005 0.032
H 2.29002 -1.27791 -4.71985 0.127 -0.039 -0.043
H -1.60769 2.15618 1.91486 0.017 -0.061 -0.071
H 0.03390 -1.70388 4.05753 -0.010 -0.005 0.028
H 6.46191 1.20913 1.38743 -0.121 0.031 0.068
H -3.12216 -1.14471 -0.38804 0.089 0.021 -0.099
H -3.11767 1.28331 0.14047 0.222 0.042 -0.220
H -0.27463 0.58011 3.28520 0.088 0.010 -0.088
```
Positions in Å, forces in eV/Å.

Results
Calculated total energy (Ha): -2655.102279
Spin multiplicity: 2
HOMO level (spin up / spin down) (eV): -10.62 / -10.62
Total charge: +1
<S²>: 0.80

---

2.
Here is C16H14ClN3O3S as an isolated structure from the Open Molecules 2025 dataset. Energies are from ωB97M-V/def2-TZVPD.

Geometry as XYZ:
```
38
Properties=species:S:1:pos:R:3:forces:R:3
Cl -4.01672 -4.16440 -0.23993 4.617 -8.784 -1.244
S 4.22979 2.02888 -0.00582 0.264 0.756 -4.880
O -3.20015 -1.37757 1.17216 -0.230 4.375 2.151
O 3.06388 0.86576 1.79965 0.673 0.133 2.190
O -0.13524 -0.77342 0.75276 1.084 0.402 0.943
N 3.78805 2.40520 -2.79385 -1.321 -3.296 1.514
N 1.88604 0.59627 -0.29449 5.983 2.472 2.982
N 2.85940 1.36328 -2.28233 0.284 1.954 0.611
C -6.11048 -2.47643 -0.57060 5.613 -12.280 -2.991
C 2.94280 1.24398 -0.99053 -1.693 -0.200 0.320
C 2.10733 0.43509 1.29091 -5.134 -2.019 -8.309
C -4.35834 -1.37128 0.57568 5.145 -14.437 -2.753
C -0.47314 -1.52083 2.90947 0.474 1.884 5.978
C 7.04454 2.67809 -1.75615 -2.464 -7.240 -0.688
C -4.71284 -2.87917 -0.06782 -9.525 17.275 1.661
C -0.89446 -1.36852 1.67672 -4.800 -3.497 -3.933
C 0.64927 -0.65762 3.08584 -5.901 -3.726 -14.564
C 0.88521 -0.37539 1.47188 3.430 1.624 10.867
C -6.91988 -1.50991 -0.49404 -2.432 8.003 1.948
C 5.82757 3.31036 -2.36287 1.844 -0.970 12.673
C 4.64406 2.68497 -1.91383 -2.093 -1.603 0.967
C -5.13214 -0.41114 0.49324 -3.185 11.439 2.905
C -2.09408 -2.07484 1.00962 2.267 -4.843 2.471
C -6.39229 -0.22254 0.13258 -5.183 -4.796 -3.949
H 7.85430 3.16703 -2.01546 4.215 2.593 -0.630
H -1.04844 -1.85694 3.86672 0.767 0.044 -2.485
H 5.74435 3.86644 -3.08364 -0.206 4.458 -9.030
H -6.52373 -3.49022 -1.31798 0.933 2.816 2.342
H 5.84570 4.16175 -1.62325 -0.265 0.406 -0.189
H -7.06820 0.64455 0.05876 1.087 -0.239 0.599
H -7.90312 -1.65150 -0.91159 -0.169 0.474 -0.027
H 7.12455 1.67009 -2.40401 0.361 1.576 1.568
H -4.88281 0.58616 1.01938 1.026 -1.659 -0.647
H 1.17537 0.23473 -0.83456 -1.814 -0.938 -1.112
H 1.24336 -0.33921 3.70634 5.982 2.922 6.805
H -1.80678 -2.50832 0.07485 -0.054 0.934 -1.489
H 7.02476 2.25980 -0.64577 -0.310 1.557 -2.369
H -2.26748 -3.17317 1.51201 0.727 2.429 -0.208
```
Positions in Å, forces in eV/Å.

Results
Calculated total energy (Ha): -1865.882288
HOMO level (eV): -7.90

---

3.
Here is a 2-piece molecular cluster, C16H14F4N overall from the Open Molecules 2025 dataset. Energies are from ωB97M-V/def2-TZVPD.

Geometry as XYZ:
```
35
Properties=species:S:1:pos:R:3:forces:R:3
F -5.60083 -0.70495 -0.73959 0.905 0.517 0.029
F 6.50362 -0.76313 -0.74696 -1.005 0.591 -0.006
F 4.19582 3.37609 -0.73119 0.051 -1.098 -0.020
F -3.24254 3.40380 -0.74249 -0.104 -1.067 -0.009
N -0.95833 -1.62511 2.95950 0.617 0.156 0.036
C -3.23576 -0.72073 -0.68075 -0.176 -0.690 0.009
C -3.24645 2.05239 -0.72870 0.368 0.011 0.049
C -2.30194 -2.14830 2.85068 -0.410 0.010 -0.131
C -4.43414 1.35031 -0.74081 -0.785 0.281 0.012
C 5.35904 1.30815 -0.74159 0.771 0.295 0.011
C -0.77431 -0.74229 -0.63302 0.057 0.176 -0.125
C -2.01376 -0.03566 -0.66517 -0.659 0.407 -0.024
C -2.05788 1.36686 -0.69291 0.446 0.558 -0.007
C 1.67185 -0.74154 -0.67360 -0.050 0.168 -0.043
C 2.91738 -0.04780 -0.71400 0.714 0.314 -0.043
C -4.42942 -0.03335 -0.71844 -0.043 -0.103 -0.039
C 4.13433 -0.74621 -0.72969 0.167 -0.685 0.019
C 4.17800 2.02413 -0.73605 -0.354 -0.007 0.019
C 2.97835 1.35203 -0.72572 -0.372 0.701 0.011
C 5.33832 -0.07551 -0.74146 0.035 -0.161 -0.001
C 0.44747 -0.11375 -0.69085 0.053 0.270 -0.091
H -0.59493 -1.34157 2.05527 -0.053 -0.014 0.153
H -5.36354 1.88726 -0.76146 -0.348 0.123 -0.024
H -0.80156 -1.81718 -0.58159 -0.093 -0.373 0.057
H -0.92256 -0.81056 3.56263 -0.015 -0.108 -0.044
H 2.08510 1.94297 -0.71888 -0.229 0.255 0.026
H 1.69025 -1.81398 -0.63398 0.120 -0.481 0.068
H -2.99086 -1.43554 2.39021 -0.300 -0.011 -0.022
H -3.26032 -1.79558 -0.68010 0.005 -0.301 0.049
H -1.16047 1.95085 -0.68634 0.246 0.238 0.037
H -2.69577 -2.40720 3.83570 0.122 0.019 -0.095
H 4.14785 -1.82039 -0.73388 -0.021 -0.334 0.029
H 0.44573 0.95280 -0.79307 0.004 0.233 0.064
H 6.29805 1.83101 -0.73943 0.293 0.125 -0.015
H -2.30581 -3.05830 2.24773 0.041 -0.014 0.061
```
Positions in Å, forces in eV/Å.

Results
Calculated total energy (Ha): -1072.001050
HOMO level (eV): -11.98
Total charge: +1

---

4.
Here is C16H14F9FeIN2O as an isolated structure from the Open Molecules 2025 dataset. Energies are from ωB97M-V/def2-TZVPD.

Geometry as XYZ:
```
44
Properties=species:S:1:pos:R:3:forces:R:3
I -3.64406 1.30056 -1.18700 -0.372 0.515 0.014
Fe -2.63428 -0.88752 -1.35441 -0.977 2.259 0.610
F 1.29890 4.46092 4.41369 -0.992 0.019 -0.025
F 2.23771 6.18759 1.04081 -0.247 -0.192 -1.074
F 0.80774 4.68738 0.23641 0.332 0.903 -0.745
F 3.43563 2.31304 1.60361 0.509 0.138 0.743
F 4.19391 3.93529 2.90496 0.665 -0.917 -0.042
F 0.33975 5.65821 2.82304 -0.456 -0.531 0.591
F 2.75264 2.48197 3.69349 0.488 -0.049 -0.492
F 2.98679 4.34090 0.09672 -0.312 0.686 -0.446
F -0.18677 3.53149 3.05564 -0.222 0.498 0.761
O -0.09435 0.29892 1.10207 1.002 0.407 0.301
N -1.26486 -1.39918 -2.60420 3.006 -1.560 -1.802
N -2.03102 -2.45985 -0.46965 1.694 -2.703 1.843
C 2.00589 4.84726 0.88634 0.128 -1.657 2.678
C -0.05142 -1.35214 -4.66819 0.011 -0.263 0.068
C -2.08096 -2.84204 0.83991 -0.368 -0.984 -1.276
C -0.49864 -0.73048 -3.50342 -0.635 -0.210 0.156
C -1.68850 -3.38425 -1.43207 -1.636 -1.040 2.323
C 0.47828 0.19113 2.41213 0.262 0.048 0.238
C -0.81639 -3.47897 -3.78093 -0.137 0.572 0.315
C 0.69602 1.32195 0.44163 -0.293 -0.036 -0.486
C 0.86417 4.43608 3.12438 2.196 -0.184 -1.727
C -1.79938 -4.76072 -1.18261 -0.043 0.375 0.336
C 3.07521 3.21458 2.58511 -1.990 1.689 -0.418
C 1.96098 4.10957 2.17505 -0.081 -0.430 0.211
C -2.13484 -5.15759 0.12201 -0.073 0.383 0.053
C -2.20048 -4.20620 1.15669 0.321 0.428 -0.523
C -0.30333 -2.72600 -4.84101 0.034 0.442 0.062
C -1.23913 -2.78912 -2.64755 0.002 2.033 -2.135
H 0.25993 1.46974 -0.56685 0.146 0.077 0.561
H -1.65923 -5.49253 -1.99038 0.002 0.391 0.567
H -0.94535 -4.55959 -3.80002 0.250 0.304 -0.271
H -0.24317 0.31604 -3.26736 -0.605 -0.505 -0.271
H -2.00331 -2.05613 1.58499 -0.449 0.016 -0.134
H 0.17279 1.01362 3.06579 -0.262 0.006 -0.153
H 0.19521 -0.76230 2.88590 0.076 0.206 -0.319
H 0.72209 2.26630 1.02045 -0.272 -0.409 -0.339
H 1.75374 1.01057 0.34052 -0.482 -0.112 -0.002
H -2.33345 -6.20881 0.34657 0.221 0.357 -0.102
H 1.58049 0.29693 2.35754 -0.424 -0.451 0.012
H -0.08749 -3.20282 -5.79281 0.149 0.039 0.201
H -2.33867 -4.49811 2.19486 0.078 -0.007 -0.260
H 0.46121 -0.73567 -5.42183 -0.246 -0.554 0.400
```
Positions in Å, forces in eV/Å.

Results
Calculated total energy (Ha): -3262.976451
Spin multiplicity: 5
HOMO level (spin up / spin down) (eV): -5.64 / -5.64
<S²>: 6.02

---

5.
Here is C16H14MoN2O2Se4 as an isolated structure from the Open Molecules 2025 dataset. Energies are from ωB97M-V/def2-TZVPD.

Geometry as XYZ:
```
39
Properties=species:S:1:pos:R:3:forces:R:3
Mo -0.09180 -0.10910 -0.02140 0.158 0.244 0.087
Se -2.71080 0.19130 0.58140 0.629 0.012 0.103
Se 0.19390 -2.72570 -0.63140 -0.047 0.575 -0.120
Se -1.75950 -3.31200 0.44080 -0.903 -0.113 0.063
Se -3.31480 -1.77590 -0.45020 -0.093 -0.919 -0.097
O 0.09240 -0.61130 1.62450 0.481 -1.585 6.187
O -0.58470 0.07570 -1.66710 -1.536 0.460 -6.256
N 0.13850 1.93520 -0.21400 -2.066 2.021 -1.351
N 1.95480 0.12180 0.17500 2.015 -2.123 1.302
C 2.99670 -2.58050 2.47750 -0.075 0.377 -0.115
C 0.30470 -2.38060 3.17660 -0.179 -0.054 0.365
C -2.30070 0.29710 -3.27560 -0.069 -0.161 -0.357
C 1.09230 -3.38450 3.71630 -0.150 0.533 -0.285
C 2.21810 -1.57600 1.87160 -0.921 -0.768 0.814
C -2.47800 2.99900 -2.60760 0.358 -0.081 0.120
C 1.39750 2.40740 0.28170 0.959 0.294 0.344
C -1.50880 2.21010 -1.95850 -0.798 -0.943 -0.846
C -1.44400 0.83590 -2.33100 -0.384 0.976 0.156
C -0.56270 2.71450 -1.03180 1.068 -0.704 1.437
C 2.42890 1.39510 -0.28320 0.294 0.932 -0.308
C 2.43360 -3.47690 3.36160 0.381 -0.084 -0.094
C 2.72970 -0.60550 0.97370 -0.702 1.130 -1.404
C -3.26850 1.09770 -3.86060 0.506 -0.157 0.295
C -3.34990 2.44420 -3.52140 -0.078 0.386 0.090
C 0.84800 -1.50010 2.25720 0.974 -0.387 -0.173
H -4.11090 3.06530 -3.97250 0.003 0.036 -0.025
H -0.38160 3.78660 -1.00260 0.265 0.032 -0.204
H 1.42050 2.36080 1.37910 0.036 0.024 -0.186
H 4.04340 -2.64700 2.21730 0.106 -0.086 -0.010
H 3.44000 1.62240 0.07280 -0.090 -0.056 -0.061
H -0.74370 -2.28550 3.42430 0.014 -0.005 -0.060
H -3.94940 0.66890 -4.57920 -0.089 -0.013 -0.044
H 1.62820 3.42680 -0.04690 -0.068 -0.082 0.054
H 3.80190 -0.42470 0.95580 0.044 0.250 0.204
H 3.04370 -4.26570 3.77650 0.053 -0.022 0.036
H -2.21450 -0.75510 -3.51180 -0.005 0.019 0.070
H 0.65560 -4.08590 4.40920 -0.014 -0.100 0.059
H -2.53420 4.04920 -2.36110 -0.091 0.123 0.014
H 2.40620 1.44370 -1.38080 0.016 0.023 0.195
```
Positions in Å, forces in eV/Å.

Results
Calculated total energy (Ha): -10552.030164
HOMO level (spin up / spin down) (eV): -6.36 / -6.36

---

6.
Here is C16H14N2O2PdS3Sb as an isolated structure from the Open Molecules 2025 dataset. Energies are from ωB97M-V/def2-TZVPD.

Geometry as XYZ:
```
39
Properties=species:S:1:pos:R:3:forces:R:3
Sb -1.07750 4.17460 0.61748 0.035 0.567 0.004
Pd -0.42487 1.07636 -0.18990 -0.190 -1.224 -1.141
S 0.72905 2.66060 1.03529 -0.250 0.140 0.015
S -1.98929 2.61996 -0.95471 0.102 0.144 0.165
S -2.46650 4.02871 2.47240 -0.141 -0.063 0.186
O 0.95087 -0.28578 0.40894 0.367 -0.268 0.347
O -1.65803 0.60335 1.25832 0.016 0.286 0.772
N 0.78685 1.07905 -1.79886 0.132 1.443 -0.043
N -1.36631 -0.25755 -1.45628 0.461 -0.495 -0.172
C -2.21835 -0.57128 1.36465 0.006 0.238 0.009
C 4.20678 1.11840 -0.55601 -0.046 0.026 -0.018
C -2.42415 -1.50589 0.32306 0.178 -0.173 -0.015
C -3.58258 -3.01790 1.82925 0.012 0.058 0.061
C -3.10897 -2.71358 0.58363 0.052 0.027 -0.019
C -0.87734 -0.21761 -2.84703 -0.178 0.081 -0.015
C 3.03747 -0.38483 1.47035 0.054 -0.075 0.023
C -3.35772 -2.09766 2.86805 -0.006 -0.047 -0.004
C -1.95371 -1.30269 -1.01134 -0.286 0.057 -0.159
C 4.97940 0.69018 0.49065 -0.040 -0.036 0.073
C 2.21261 0.06853 0.42174 -0.171 -0.220 0.046
C 4.37469 -0.07362 1.50324 0.038 0.027 -0.023
C -2.69685 -0.91739 2.64846 -0.110 0.014 0.027
C 2.06547 1.15976 -1.76469 -0.030 -0.375 -0.005
C -0.01241 1.03212 -3.00500 0.011 -0.177 -0.095
C 2.83053 0.83246 -0.60221 0.016 0.195 -0.043
H -3.70536 -2.32635 3.86833 -0.007 0.003 -0.009
H 6.03216 0.93014 0.53807 0.000 -0.016 -0.007
H 4.97662 -0.42644 2.33183 -0.004 0.011 0.005
H 4.64695 1.69353 -1.36315 -0.008 -0.002 0.000
H -4.10912 -3.94355 2.01254 0.005 0.002 0.013
H -2.52172 -0.20724 3.44541 -0.011 -0.010 -0.004
H 0.59800 0.98574 -3.90936 0.088 -0.068 0.061
H -1.70880 -0.17660 -3.55342 -0.068 -0.049 0.078
H -0.29405 -1.11914 -3.04528 0.061 0.025 -0.013
H 2.57386 -0.97692 2.24813 0.010 0.020 0.004
H -0.64520 1.91607 -3.03994 -0.009 0.033 -0.025
H -3.25883 -3.40572 -0.23803 0.021 0.010 0.000
H 2.59213 1.38171 -2.69431 0.008 -0.166 -0.042
H -2.13575 -2.12353 -1.71029 -0.120 0.058 -0.035
```
Positions in Å, forces in eV/Å.

Results
Calculated total energy (Ha): -2440.767498
Spin multiplicity: 2
HOMO level (spin up / spin down) (eV): -8.00 / -8.01
<S²>: 0.76